Record 1
Molecular formula: C4H4O2Yb
Method: DFT, ωB97M-V/def2-TZVPD

Geometry as XYZ:
```
11
Properties=species:S:1:pos:R:3:nbo_charge:R:1
C 1.46 0.16 1.61 0.910
O 1.51 -0.97 2.05 -0.499
H 2.06 -1.18 2.85 0.636
C 0.63 0.71 0.37 -0.646
C -0.36 -0.23 -0.18 -0.041
C -0.94 -0.22 -1.35 0.889
O -1.79 -0.11 -2.18 -0.418
Yb -3.89 0.55 -3.42 1.994
H 0.16 1.64 0.74 0.388
H 1.41 1.05 -0.33 0.403
H -0.24 -1.39 -0.17 0.385
```

## Properties
Net charge: +4
Multiplicity: 3
E in Ha: -1461.89595

---

Record 2
Molecular formula: C4H4O3
Method: DFT, ωB97M-V/def2-TZVPD

Geometry as XYZ:
```
11
Properties=species:S:1:pos:R:3:nbo_charge:R:1
O 2.13 -0.82 -0.05 -0.514
C 1.07 -0.36 -0.04 0.806
C 0.85 1.16 -0.15 -0.598
C -0.67 1.33 0.08 -0.535
C -1.16 -0.09 0.00 0.777
O -2.16 -0.80 -0.18 -0.512
O -0.09 -0.82 0.27 -0.485
H 1.25 1.73 0.74 0.259
H 1.58 1.82 -0.78 0.278
H -1.31 1.83 -0.71 0.256
H -1.07 1.86 1.14 0.268
```

## Properties
Structure (SMILES): O=C1CCC(=O)O1
E in Ha: -380.48715

---

Record 3
Molecular formula: C4H4O3
Method: DFT, ωB97M-V/def2-TZVPD

Geometry as XYZ:
```
11
Properties=species:S:1:pos:R:3:nbo_charge:R:1
C -1.72 0.34 -0.47 -0.741
C -0.95 -0.76 0.16 0.810
O -1.13 -1.93 0.13 -0.491
C 1.05 -0.09 -0.01 0.244
O 0.20 -0.27 0.94 -0.468
C 2.43 0.22 0.35 0.269
O 2.85 1.36 0.40 -0.512
H -2.68 0.41 0.05 0.254
H -1.92 0.10 -1.52 0.262
H -1.21 1.30 -0.40 0.246
H 3.08 -0.68 0.37 0.127
```

## Properties
E in Ha: -380.41906

---

In kJ/mol, the ΔE to the lowest compared entry with this formula, charge and spin values for the records above are, in order, 0.0, 157.2, 336.0.